Molecular formula: C9H14F3NO6S
Method: DFT, ωB97M-V with the def2-TZVPD basis set

Summary:
Frontier orbital gap, eV: 5.446

Element x y z (Å)
1 O 4.9812 -0.6148 1.6080
2 O 4.1367 -1.2384 0.6297
3 C 4.2099 -0.4875 -0.5326
4 N 3.0195 0.3766 -0.6916
5 C 1.9788 0.3957 0.0492
6 C 0.9124 1.2778 -0.4810
7 C -0.0961 1.8777 0.5016
8 C -1.4998 1.6054 0.0311
9 C -2.0009 0.2449 0.2047
10 O -2.4366 1.3457 1.0326
11 C 1.7102 2.1886 -1.4386
12 C 2.9103 1.3231 -1.8384
13 H 4.3518 -0.3832 2.3079
14 H 4.2440 -1.1595 -1.3928
15 H 5.0869 0.1595 -0.5217
16 H 1.9238 -0.2274 0.9358
17 H 0.3548 0.5669 -1.1233
18 H 0.0060 1.4033 1.4809
19 H 0.0958 2.9466 0.6240
20 H -1.8346 2.1971 -0.8248
21 H -1.3580 -0.4538 0.7339
22 H -2.7737 -0.1612 -0.4348
23 H 2.0618 3.0875 -0.9298
24 H 1.1016 2.4757 -2.2931
25 H 2.7592 0.7545 -2.7579
26 H 3.8475 1.8744 -1.9052
27 C -4.8384 -2.4629 1.6944
28 F -5.3145 -3.4800 2.4233
29 F -5.6944 -1.4392 1.8231
30 F -3.6766 -2.0754 2.2654
31 S -4.5856 -2.9322 -0.0727
32 O -5.9108 -3.2820 -0.5162
33 O -3.6248 -4.0087 0.0238
34 O -4.0473 -1.6945 -0.6149

Atomic forces in eV per Å
-0.112 0.177 -0.083
0.061 -0.038 -0.102
0.070 0.032 0.113
-0.029 0.305 -0.034
0.008 -0.047 0.201
0.083 -0.212 -0.430
0.340 0.143 0.095
0.216 0.057 -0.382
-0.340 0.294 0.149
-0.059 0.025 0.087
-0.069 -0.116 -0.003
0.114 0.030 0.130
0.004 -0.110 0.037
-0.078 -0.037 0.079
0.007 -0.047 -0.046
-0.066 -0.085 -0.113
-0.066 0.036 0.132
-0.005 0.070 0.010
0.014 -0.030 0.063
-0.090 -0.035 0.176
-0.129 -0.185 -0.041
0.119 -0.194 0.078
-0.125 -0.020 0.050
0.121 0.086 -0.009
-0.020 -0.050 0.069
-0.028 -0.024 -0.117
-0.013 -0.003 -0.014
-0.011 -0.048 0.020
-0.033 0.031 -0.010
0.058 0.012 0.003
0.093 -0.010 0.179
0.041 -0.002 -0.027
-0.008 -0.012 -0.044
-0.065 0.006 -0.212



Molecular formula: C40H63F18N13O21S
Method: DFT, ωB97M-V with the def2-TZVPD basis set

Summary:
SMILES string: CC(C)C[C@H](C)COc1cc([C@H](C)F)c(CCC(F)(F)C(F)(F)C(F)(F)C(F)(F)C(F)(F)C(F)(F)C(F)(F)C(F)(F)F)c2nc(CCCN)c(S)nc12.C[N+](=O)[O-].C[N+](=O)[O-].C[N+](=O)[O-].C[N+](=O)[O-].C[N+](=O)[O-].C[N+](=O)[O-].C[N+](=O)[O-].C[N+](=O)[O-].C[N+](=O)[O-].C[N+](=O)[O-]
Frontier orbital gap, eV: 7.378

Element x y z (Å)
1 C -4.9587 -2.4619 1.5728
2 C -5.0773 -3.4774 0.3204
3 C -3.9465 -4.6313 0.5840
4 C -4.6430 -2.7824 -1.0884
5 C -5.6474 -1.5990 -1.5395
6 C -7.1404 -2.2294 -1.7025
7 C -5.1152 -0.9879 -2.9648
8 O -3.8897 -1.6635 -3.3590
9 C -2.8549 -0.7077 -3.6740
10 C -2.4001 -0.6566 -5.1436
11 C -1.2413 0.3432 -5.5872
12 C -0.8198 0.2733 -7.1237
13 C 0.5175 -0.6477 -7.3051
14 F -0.7203 1.5484 -7.7856
15 C -0.6380 1.2743 -4.5122
16 C 0.5242 2.3380 -4.9063
17 C 1.8886 1.4965 -5.0216
18 C 2.9811 1.8277 -3.9025
19 F 3.9929 2.6343 -4.5640
20 F 2.5149 2.6174 -2.8177
21 C 3.7921 0.4950 -3.4133
22 F 3.9449 -0.3011 -4.5795
23 F 5.1163 0.9728 -3.0895
24 C 3.0622 -0.2194 -2.1795
25 F 1.6679 -0.0771 -2.3819
26 F 3.3710 0.5970 -1.0277
27 C 3.5563 -1.6947 -1.8079
28 F 4.9184 -1.8000 -2.3417
29 F 3.7527 -1.7215 -0.3641
30 C 2.7478 -2.9237 -2.4216
31 F 2.4308 -2.6589 -3.8033
32 F 3.6500 -4.0607 -2.4842
33 C 1.3878 -3.3868 -1.7296
34 F 1.0527 -4.6281 -2.3978
35 F 0.2575 -2.5533 -2.0396
36 C 1.4415 -3.7850 -0.1693
37 F 2.7000 -4.3619 0.2419
38 F 0.5081 -4.8744 -0.0197
39 C 0.9513 -2.6581 0.8604
40 F -0.3505 -2.9723 1.3518
41 F 1.0207 -1.3313 0.4054
42 F 1.8268 -2.7345 1.9997
43 C -1.1227 1.2015 -3.0039
44 N -0.4869 2.1072 -2.0822
45 C -0.9701 1.9940 -0.7493
46 C -0.3852 2.9701 0.4039
47 C -1.5169 4.1162 0.6242
48 C -1.9535 4.3163 2.1572
49 N -0.8173 4.4402 3.1237
50 C -2.0514 0.9404 -0.3585
51 S -2.5554 0.9060 1.4454
52 N -2.7190 0.0099 -1.2078
53 C -2.2153 0.2103 -2.5418
54 H -4.0723 -1.7535 1.4405
55 H -5.9412 -1.9133 1.8075
56 H -4.7374 -3.1195 2.4994
57 H -6.1142 -3.9731 0.2546
58 H -3.3733 -4.8319 -0.3868
59 H -4.4061 -5.6103 0.9967
60 H -3.1820 -4.1583 1.3128
61 H -3.5641 -2.4371 -0.9387
62 H -4.7340 -3.6061 -1.8881
63 H -5.7253 -0.7417 -0.7936
64 H -7.8818 -1.4869 -2.1598
65 H -7.1159 -3.1903 -2.3264
66 H -7.5743 -2.5130 -0.6660
67 H -5.9671 -1.1357 -3.7336
68 H -4.9310 0.1232 -2.7824
69 H -2.8553 -1.3421 -5.9291
70 H -1.6475 -0.3133 -7.6828
71 H 1.4672 -0.0290 -7.4406
72 H 0.6418 -1.1993 -6.2922
73 H 0.3549 -1.4574 -8.0914
74 H 0.3128 2.7687 -5.9605
75 H 0.5629 3.2364 -4.2068
76 H 1.5855 0.3841 -5.0714
77 H 2.3650 1.7299 -6.0507
78 H -0.1868 2.3832 1.3837
79 H 0.6421 3.4084 0.1103
80 H -2.4607 3.8158 0.0299
81 H -1.1598 5.1337 0.2143
82 H -2.5280 5.3240 2.2009
83 H -2.7208 3.5260 2.4968
84 H -0.7046 3.5267 3.5919
85 H 0.0108 4.6910 2.5568
86 H -3.8379 0.3255 1.4265
87 C 1.5789 6.7323 -1.2104
88 N 0.7424 6.9708 -0.0050
89 O -0.3813 7.4231 -0.1832
90 O 1.2417 6.6966 1.0760
91 H 1.0107 7.0184 -2.0938
92 H 2.4758 7.3432 -1.1139
93 H 1.8235 5.6707 -1.2360
94 C 5.9383 -4.1296 -0.2781
95 N 7.2215 -4.4642 0.3923
96 O 8.2332 -3.9345 -0.0371
97 O 7.1665 -5.2478 1.3271
98 H 6.1341 -3.4274 -1.0859
99 H 5.5210 -5.0577 -0.6672
100 H 5.2830 -3.6836 0.4692
101 C 0.1616 7.1348 4.8125
102 N -0.8557 7.6011 5.7908
103 O -1.9863 7.8013 5.3744
104 O -0.4842 7.7505 6.9455
105 H -0.3066 7.0470 3.8337
106 H 0.9602 7.8734 4.7921
107 H 0.5238 6.1702 5.1517
108 C 8.1756 -0.5515 -3.1398
109 N 9.4383 0.2233 -3.0211
110 O 10.4744 -0.3422 -3.3310
111 O 9.3437 1.3723 -2.6209
112 H 8.4092 -1.5502 -3.5048
113 H 7.7247 -0.5986 -2.1491
114 H 7.5315 -0.0246 -3.8430
115 C -7.5139 2.6928 -2.8697
116 N -6.5310 1.9383 -2.0493
117 O -6.9225 0.9211 -1.4976
118 O -5.3997 2.3930 -1.9875
119 H -8.4713 2.1757 -2.8339
120 H -7.5988 3.6920 -2.4439
121 H -7.1321 2.7282 -3.8896
122 C 2.7125 1.2177 3.3372
123 N 1.6949 1.6869 4.3141
124 O 0.5653 1.8869 3.8945
125 O 2.0678 1.8378 5.4697
126 H 2.2444 1.1291 2.3580
127 H 3.5132 1.9562 3.3167
128 H 3.0756 0.2489 3.6807
129 C 3.9114 -4.4158 4.2134
130 N 3.6293 -3.3113 5.1677
131 O 3.8540 -3.5191 6.3475
132 O 3.1910 -2.2724 4.6960
133 H 4.2932 -5.2705 4.7689
134 H 2.9755 -4.6662 3.7148
135 H 4.6543 -4.0545 3.5029
136 C -5.0627 -9.7346 0.9160
137 N -4.9168 -8.3618 0.3652
138 O -3.9503 -7.7103 0.7298
139 O -5.7777 -7.9865 -0.4137
140 H -4.2312 -9.9325 1.5901
141 H -6.0110 -9.7751 1.4507
142 H -5.0521 -10.4283 0.0760
143 C 2.9651 4.8374 7.4100
144 N 3.1116 6.2114 6.8623
145 O 4.0869 6.8544 7.2133
146 O 2.2382 6.5962 6.0970
147 H 3.8060 4.6313 8.0699
148 H 2.0251 4.8015 7.9598
149 H 2.9573 4.1464 6.5675
150 C 0.1427 -0.9698 6.3982
151 N -0.8740 -0.5001 7.3749
152 O -2.0032 -0.3003 6.9567
153 O -0.5020 -0.3488 8.5272
154 H -0.3256 -1.0594 5.4192
155 H 0.9437 -0.2314 6.3761
156 H 0.5060 -1.9380 6.7412

Atomic forces in eV per Å
-0.582 -1.039 0.274
1.389 -0.139 -0.135
-0.308 0.731 0.022
-1.475 -0.240 0.963
-0.050 -0.926 -0.522
0.196 0.091 0.592
-1.561 0.168 1.715
1.512 2.876 -0.719
1.365 0.418 -2.414
1.489 2.066 3.289
-1.028 0.796 3.664
-0.165 -1.431 0.033
-0.430 0.112 1.278
0.118 -1.644 1.158
-1.857 -1.467 -0.634
-0.832 -0.759 -0.603
-0.260 0.241 -0.435
0.496 1.035 -1.114
-1.962 -1.515 1.546
1.050 -1.924 -2.108
1.742 1.881 -1.445
-0.437 1.114 2.758
-3.057 -1.784 -0.111
-0.498 2.210 1.420
2.961 -1.005 0.395
-0.666 -1.868 -2.741
3.041 0.489 0.913
-3.491 0.301 1.168
-1.078 -0.695 -3.788
0.786 -1.591 -2.340
0.786 -0.109 3.543
-2.388 2.917 0.661
-2.325 -2.170 -1.774
1.193 2.910 1.411
3.341 -1.578 1.268
-0.867 -2.872 0.789
-2.906 1.988 -1.426
2.241 2.802 -0.347
-0.211 0.727 3.286
3.581 1.310 -1.736
-0.400 -3.349 0.722
-2.160 0.315 -2.781
-0.406 -0.477 -0.651
-3.355 -2.633 2.655
0.477 -0.983 -1.722
-0.559 -0.496 -0.565
-0.269 -0.057 0.283
-1.082 1.149 -0.256
-0.624 -0.858 -1.029
-1.037 -0.928 -1.168
-0.268 -0.268 -1.465
4.441 4.636 -0.709
-0.231 -0.891 -2.269
-1.287 -0.936 0.075
1.551 -0.511 -0.540
-0.362 1.178 -1.347
1.581 0.912 0.132
-0.919 -0.042 1.335
1.017 1.932 -0.656
-1.132 -1.067 -1.011
-1.542 -0.401 -0.502
0.484 1.259 1.132
0.444 -1.441 -0.911
1.156 -0.981 0.502
0.013 1.384 0.749
0.784 0.490 -1.667
1.654 0.181 0.828
-0.098 -1.545 -0.572
0.533 1.012 1.384
1.144 1.245 1.012
-1.423 -0.845 -0.180
-0.174 0.775 -1.701
0.414 1.422 0.841
0.143 -0.898 1.799
0.011 -1.562 -0.684
0.832 1.816 0.494
-0.463 -0.341 1.915
-0.563 0.838 -1.612
-1.771 -0.753 0.087
1.470 0.567 0.865
-0.513 -1.703 0.592
0.786 -1.595 -0.243
1.491 1.099 -0.552
0.394 0.915 -0.531
-0.378 -0.386 0.822
1.422 0.519 -0.625
0.022 0.023 -0.340
-0.453 0.280 0.085
0.830 -0.357 0.351
-0.410 0.072 -0.474
0.004 -0.025 0.215
-0.044 -0.171 0.079
0.071 0.126 0.081
-0.107 0.109 -0.231
0.416 0.011 0.078
-0.460 -0.340 0.321
0.066 0.412 -0.418
0.091 -0.151 0.181
-0.016 0.081 0.169
0.043 -0.175 -0.050
-0.530 0.133 -0.837
-0.185 0.037 -0.105
0.459 -0.005 0.476
-0.371 -0.038 -0.454
-0.114 0.045 0.260
-0.115 -0.158 0.144
-0.242 0.256 -0.151
-0.170 -0.311 -0.114
0.417 0.116 0.010
-0.464 0.407 0.177
0.098 -0.582 -0.203
0.084 0.183 0.070
-0.002 0.143 -0.130
0.025 0.037 0.201
-0.324 0.005 -0.146
0.018 -0.086 0.238
0.175 0.913 -0.252
-0.509 -0.348 0.047
0.204 0.006 0.065
0.134 -0.079 -0.113
0.048 0.103 0.152
0.078 -0.121 -0.324
-0.116 0.119 0.163
0.603 -0.277 0.478
-0.401 -0.025 -0.700
-0.032 0.055 0.186
-0.041 -0.127 0.121
0.033 0.137 0.078
0.102 -0.330 -0.062
0.089 -0.008 0.477
-0.239 0.324 -0.683
0.132 -0.288 0.247
-0.057 0.210 -0.005
0.117 0.144 -0.033
-0.161 0.002 0.017
0.119 -0.251 0.224
0.096 0.299 -0.098
-0.489 -0.538 -0.302
0.498 -0.109 0.399
-0.100 0.135 -0.132
0.043 -0.017 -0.186
-0.140 0.112 0.074
0.104 -0.224 0.199
0.285 0.339 0.076
-0.591 -0.207 -0.308
1.505 -0.363 0.923
-0.100 0.144 -0.130
0.025 -0.014 -0.196
-0.163 0.077 0.092
0.105 -0.099 -0.348
-0.314 0.145 0.161
0.503 -0.067 0.341
-0.260 -0.062 -0.574
-0.045 0.052 0.193
-0.026 -0.149 0.160
0.069 0.189 0.059